1.
ORCA calculation (the ωB97M-V functional and the def2-TZVPD basis) on the molecule C3H3NO3S.

Properties
- Energy relative to the best compared isomer or geometry (same formula, charge and spin): 63.8 kcal per mole
- Max |F|: 0.9 eV/Å
- Structure (SMILES): O=C(S)[C@@H]1OC=NO1
- HOMO level: -0.356 Eh
- Total charge: 0

The geometry in XYZ format:
```
11
Properties=species:S:1:pos:R:3:nbo_charge:R:1
C -1.47 0.47 0.10 0.3732
C 0.00 0.56 0.58 0.2565
C 1.60 -0.08 -0.76 0.3104
H -1.08 -1.83 0.15 0.1668
H 0.05 1.31 1.38 0.1993
H 2.28 -0.03 -1.62 0.2198
N 1.52 -1.07 0.03 -0.1616
O -2.09 1.49 -0.02 -0.5137
O 0.79 0.97 -0.52 -0.4597
O 0.55 -0.68 0.99 -0.3895
S -2.14 -1.12 -0.32 -0.0016
```

***

2.
ORCA calculation (the ωB97M-V functional and the def2-TZVPD basis) on the molecule C3H6OS.

Properties
- Energy relative to the best compared isomer or geometry (same formula, charge and spin): 12.1 kcal per mole
- Max |F|: 0.7 eV/Å
- Structure (SMILES): O=CCCS
- HOMO level: -0.336 Eh
- Total charge: 0

The geometry in XYZ format:
```
11
Properties=species:S:1:pos:R:3:nbo_charge:R:1
O 1.14 1.84 -0.11 -0.5125
C 0.56 1.29 0.79 0.4478
C -0.33 0.09 0.61 -0.5364
C -0.47 -0.34 -0.84 -0.5200
S 0.92 -1.39 -1.41 -0.0229
H 0.62 1.67 1.82 0.1080
H 0.09 -0.75 1.17 0.2350
H -1.29 0.26 1.10 0.2340
H -0.45 0.53 -1.49 0.2398
H -1.42 -0.83 -1.08 0.2220
H 0.64 -2.38 -0.55 0.1052
```

***

3.
ORCA calculation (the ωB97M-V functional and the def2-TZVPD basis) on a cluster of 3 separate species, C2H9NO4 in total.

Properties
- Energy relative to the best compared isomer or geometry (same formula, charge and spin): 29.2 kcal per mole
- Max |F|: 1.2 eV/Å
- Structure (SMILES): NCC(=O)O.O.O
- HOMO level: -0.347 Eh
- Total charge: 0

The geometry in XYZ format:
```
16
Properties=species:S:1:pos:R:3:nbo_charge:R:1
O 0.13 -0.71 -0.64 -0.5396
C 0.02 -0.31 0.48 0.7779
O -1.13 -0.57 1.18 -0.7260
C 1.04 0.58 1.18 -0.3376
N 2.06 -0.05 2.02 -0.8200
H -1.00 -1.19 1.88 0.4900
H 1.63 1.15 0.46 0.2243
H 0.50 1.32 1.77 0.2076
H 1.67 -0.76 2.63 0.3535
H 2.83 -0.38 1.44 0.3679
H -0.17 3.59 -1.57 0.4698
H 0.57 2.33 -1.89 0.4692
O 0.22 2.80 -1.14 -0.9372
H -3.12 -3.23 -2.93 0.4625
H -2.30 -1.97 -2.64 0.4734
O -2.94 -2.60 -2.23 -0.9357
```

***

In the order shown, the computed LUMO values come out to 0.5498; 0.8448; 0.5892 eV.